Record 1
C26H40BF9O8PRuS | ωB97M-V/def2-TZVPD

Output
* 2S+1: 5
* charge: +1
* ⟨S²⟩: 6.019
* LUMO energy (spin up / spin down): -3.104 / -5.631 eV

Structure (XYZ):
```
87
Properties=species:S:1:pos:R:3:forces:R:3:lowdin_spin:R:1
H -3.050 2.451 -4.859 -0.02 -0.03 0.04 0.0006
H 2.777 -2.054 2.663 -0.06 -0.10 0.05 0.0001
C 2.501 0.516 -1.208 -0.64 0.02 0.02 0.0052
C -5.386 -0.907 -0.625 0.08 0.11 -0.14 0.0027
C 1.205 2.196 3.225 -0.26 -0.62 0.09 0.0008
C 3.132 6.892 2.887 -0.01 0.04 -0.09 0.0000
H 5.094 5.223 3.858 -0.06 0.06 0.09 0.0000
C 0.992 -3.243 2.310 0.17 0.01 0.05 0.0040
O -0.949 -1.471 1.671 0.01 0.10 0.33 0.1612
C -2.455 -2.245 4.359 0.06 -0.01 0.03 0.0003
H -2.087 -1.539 5.110 -0.01 -0.10 -0.10 0.0000
H 2.174 6.069 6.106 0.01 0.07 -0.09 0.0000
H -0.713 -3.560 4.494 -0.07 -0.01 -0.04 0.0017
C 1.311 3.155 2.261 -0.14 0.22 -0.62 0.0012
H 2.364 -3.132 4.007 -0.04 0.00 -0.09 0.0000
H 2.137 7.149 2.510 0.11 -0.02 0.04 0.0000
H -0.931 0.211 -4.315 0.01 0.05 -0.03 0.0000
F 1.352 1.105 -1.701 0.57 -0.18 0.26 0.0290
C 2.381 -3.040 2.918 -0.15 0.02 0.15 0.0003
H 2.675 3.821 5.725 -0.04 -0.02 -0.09 0.0001
H -1.256 3.890 -3.579 -0.02 -0.07 0.01 0.0000
H 3.627 7.822 3.171 -0.03 -0.05 -0.02 0.0000
O -1.917 0.887 -2.046 0.05 0.41 -0.47 0.0506
O -1.809 1.612 0.301 0.18 -0.45 -0.07 0.1596
H -5.226 -0.699 2.180 0.03 0.00 -0.04 0.0000
C 2.233 6.670 5.193 -0.05 0.01 0.04 0.0001
H -1.659 -3.770 2.994 -0.02 0.00 0.10 0.0001
H -3.417 0.824 -4.256 0.04 0.12 0.00 0.0000
H -3.754 -2.996 -0.373 -0.01 0.03 0.11 0.0000
H -6.231 -1.430 -0.173 0.02 0.01 -0.01 0.0007
H -4.722 0.802 1.389 0.01 -0.10 0.02 0.0000
Ru -0.557 0.054 0.138 0.02 -1.04 0.31 3.2291
O 0.724 2.685 1.076 0.09 0.19 -0.17 0.0079
H 1.605 1.637 5.264 0.01 0.11 -0.09 0.0000
C -0.740 1.269 -4.125 0.17 -0.25 0.12 0.0000
H -0.529 3.192 -2.121 -0.05 0.00 -0.08 0.0000
H -5.153 -1.386 -1.579 -0.03 0.02 0.08 0.0001
C 2.284 3.629 4.731 0.00 -0.11 0.20 0.0015
C -3.869 -2.462 0.575 0.27 -0.06 -0.17 0.0001
C -1.438 3.231 -2.728 -0.09 -0.14 0.33 -0.0001
F 2.860 1.219 -0.140 0.01 -0.06 -0.16 -0.0003
F 3.441 0.602 -2.126 -0.03 0.03 0.02 0.0014
H -3.001 -1.689 3.598 0.04 -0.05 0.03 0.0001
H 1.213 6.863 4.846 0.11 -0.02 0.05 0.0000
H -3.948 2.254 -3.343 0.05 -0.01 -0.01 0.0000
P -2.862 1.125 -0.783 0.09 -0.15 -0.24 0.0157
O 0.557 1.065 2.683 0.15 0.11 0.34 0.0011
F 2.043 -1.389 -3.187 -0.02 -0.02 0.07 0.0014
F 4.156 -1.994 -1.384 0.06 -0.08 0.23 0.0009
H -2.947 -2.559 1.145 -0.04 0.00 0.02 0.0001
O -4.075 1.904 -0.925 -0.28 0.23 -0.01 0.0120
H 0.570 -4.221 2.545 0.04 0.03 -0.04 0.0003
F 0.164 -1.375 -2.094 0.34 0.01 -0.04 0.0152
H -3.518 -0.212 2.207 -0.01 0.00 0.01 -0.0003
O -2.981 -0.438 -0.390 -0.32 0.00 0.24 0.0534
C 3.376 -1.716 -0.340 -0.20 0.14 -0.02 0.0016
F 1.546 -3.018 -1.856 -0.01 0.02 -0.05 0.0005
H 4.962 6.693 4.842 -0.05 -0.11 -0.02 0.0000
C -4.427 -0.229 1.604 0.13 0.19 -0.11 -0.0004
C -3.149 1.842 -3.959 -0.12 -0.17 0.16 0.0024
H 0.252 1.383 -3.690 -0.07 -0.03 -0.05 0.0000
C 1.895 4.379 2.482 -0.01 0.13 -0.31 0.0005
F 4.064 -0.993 0.547 0.04 -0.23 -0.09 0.0002
H 3.067 -3.792 2.531 -0.07 0.02 0.04 0.0001
H 4.504 5.129 5.526 -0.01 0.06 -0.09 0.0000
H -5.670 0.129 -0.807 0.01 -0.06 0.02 0.0000
C 1.684 2.396 4.493 0.13 -0.02 0.32 0.0003
H 1.951 5.111 1.685 -0.03 -0.12 0.09 0.0000
F 3.003 -2.858 0.253 0.45 0.20 -0.34 0.0008
C 2.114 -0.941 -0.805 0.12 0.00 0.16 0.0182
H -0.757 1.798 -5.078 0.01 -0.01 0.04 0.0000
B 0.317 1.438 1.400 0.29 0.53 0.62 0.0062
C -1.317 -3.046 3.739 -0.31 0.04 0.11 0.0099
H 2.695 7.629 5.451 -0.06 -0.12 -0.02 0.0000
S -0.153 -1.979 2.912 0.07 0.42 -0.46 0.0203
H -2.243 3.666 -2.126 0.09 -0.05 -0.08 0.0000
C 3.058 5.969 4.103 -0.01 -0.09 0.02 0.0001
H -3.155 -2.922 4.845 0.01 -0.01 0.01 0.0001
H -4.687 -2.920 1.133 0.00 0.02 -0.03 0.0000
C 4.488 5.733 4.614 0.04 -0.06 -0.02 0.0001
C 2.400 4.625 3.755 0.12 0.22 0.09 0.0010
H 0.993 -3.099 1.232 -0.02 -0.06 0.04 0.0004
O 1.213 -0.915 0.243 0.02 0.39 -0.76 0.1697
C -1.814 1.845 -3.232 -0.14 0.12 0.07 0.0031
C 1.492 -1.704 -2.025 -0.57 0.24 0.06 0.0034
C -4.200 -1.008 0.319 -0.08 0.07 -0.09 0.0038
H 3.711 6.443 2.072 -0.05 0.06 0.08 0.0000
```
Positions in Å, forces in eV/Å.


Record 2
C26H40BN12O2Ru | ωB97M-V/def2-TZVPD

Output
* 2S+1: 6
* charge: +2
* energy above the lowest of the compared OMol25 structures with the same formula, charge and spin: 58.81 kcal per mole
* ⟨S²⟩: 8.788
* LUMO energy (spin up / spin down): -5.594 / -9.913 eV

Structure (XYZ):
```
82
Properties=species:S:1:pos:R:3:forces:R:3:lowdin_spin:R:1
H -2.255 0.527 0.893 0.31 -0.27 0.65 0.0043
C 0.144 -5.721 -0.119 0.62 0.74 0.30 0.0308
C 1.466 -0.980 -2.042 1.00 -0.63 -1.86 0.3241
H -3.873 -0.485 -0.198 0.57 0.12 -0.50 0.0002
C 1.726 -1.205 2.148 0.09 0.53 -4.00 0.1291
C 1.542 -1.145 4.847 0.41 0.97 1.56 0.1730
H -2.719 -3.375 -3.247 -0.27 -0.36 -1.09 0.0006
H -1.215 -4.774 -2.306 0.42 -0.03 -0.83 0.0004
H 3.838 -1.073 2.399 0.33 0.34 -0.18 0.0067
N -2.320 -3.126 -1.274 -0.03 2.21 0.03 0.0037
N 0.554 -1.485 2.747 -2.22 -0.22 0.35 0.1732
C 2.680 -0.322 -0.045 1.55 -0.03 -1.77 0.2316
H -3.049 -1.600 4.621 0.15 -0.28 0.77 0.0003
H -2.941 -3.121 2.225 -0.10 0.16 -0.03 0.0009
C 3.516 0.430 -2.253 0.38 1.87 -0.53 0.0000
B -1.682 -4.545 -1.267 -0.43 -0.09 1.72 0.0006
H 0.370 3.399 -4.427 0.34 0.77 -0.56 0.0000
H 3.982 0.671 -4.153 0.07 0.04 -0.04 0.0000
H 2.807 6.243 -4.684 -0.69 -0.19 0.54 0.0000
C -2.312 0.633 2.940 0.82 -0.31 1.41 0.0108
H -1.597 0.382 3.783 -0.75 0.49 -0.83 0.0002
H 0.834 6.085 -5.837 0.20 -0.11 -0.02 0.0000
H 0.929 -6.899 1.606 0.09 0.31 -0.04 0.0012
H 2.296 5.191 -3.344 -0.45 0.57 -0.29 0.0000
C 2.600 -0.417 -1.416 0.44 1.82 0.49 0.0645
H 1.368 -0.945 5.916 0.29 -0.35 -0.52 0.0077
C -1.892 6.016 -2.155 1.17 0.33 -1.22 0.0000
C -2.875 -2.728 -2.433 -0.40 1.99 2.62 0.0071
C 2.836 -0.980 4.292 -1.26 -0.28 -1.59 0.0287
C 0.760 5.548 -4.886 -0.29 0.36 -0.50 0.0000
H 4.960 -0.711 4.568 -1.12 -1.00 0.79 0.0001
H -0.554 -1.406 4.526 0.42 -0.40 -0.34 0.0008
C 4.008 -0.796 5.190 1.49 0.02 -0.07 -0.0014
H -4.105 -0.899 -2.912 -0.12 -0.06 -0.10 0.0002
H 1.892 3.722 -5.273 -0.86 0.42 -0.17 0.0000
C 0.440 -6.011 1.227 0.35 0.79 -0.38 0.0172
N -0.641 -4.028 1.114 0.10 -1.65 -1.26 0.1208
H -2.531 6.869 -2.227 -0.19 0.29 -0.53 0.0000
H -2.444 -5.428 -0.914 -0.28 0.55 -0.20 -0.0001
N -2.484 -2.136 -0.260 -2.08 -0.80 -2.54 0.0397
C 0.022 -4.869 1.938 -0.66 -1.05 -0.12 0.0240
H -0.414 7.174 -4.324 -0.11 0.70 -0.08 0.0000
C -3.335 -1.177 -0.850 1.20 -2.21 -0.29 0.0106
H -0.744 0.724 1.442 -1.53 -0.43 1.04 0.0037
H -4.214 0.282 3.790 -0.49 0.12 0.66 0.0002
C -0.562 6.112 -4.361 0.73 0.02 0.79 0.0000
H 4.823 0.725 6.094 -0.65 -0.16 0.00 -0.0002
H 1.743 6.934 -3.397 0.12 -1.27 -0.82 0.0000
H 3.530 0.149 0.470 -0.50 -0.10 -0.42 0.0073
H -2.535 1.716 3.013 0.12 -0.56 -0.23 0.0042
N 0.516 -1.333 0.087 -4.01 -0.92 -3.01 0.1830
N -0.883 4.354 -1.336 0.03 -0.17 -0.72 0.0000
H 0.322 3.806 -6.162 0.31 0.24 0.42 0.0000
N -1.660 0.234 1.693 0.98 1.89 -2.06 0.1069
C 1.937 5.997 -4.021 1.17 0.85 0.58 0.0000
H -1.464 5.918 -4.896 -0.31 -0.39 -0.98 0.0000
H -0.493 -1.743 -1.757 -0.64 -0.10 0.28 0.0042
H -1.978 -3.264 3.438 0.12 0.54 0.21 0.0018
O 3.918 0.421 5.900 0.01 0.49 0.10 -0.0004
Ru -1.027 -1.932 1.365 1.37 0.29 -0.32 2.5168
C 1.661 -0.953 0.703 0.61 -0.84 4.49 0.3328
H 4.569 0.250 -1.935 -0.54 0.08 -0.50 -0.0010
H 0.535 -6.110 -1.084 -0.83 -0.33 1.03 0.0020
C -3.538 -1.485 -2.215 0.52 -0.65 1.13 0.0020
O 3.269 0.256 -3.659 0.15 -0.57 1.19 0.0057
C -3.573 -0.213 3.092 0.71 -0.63 -0.37 0.0002
H -4.119 -0.170 2.147 -0.05 -0.29 -0.07 0.0000
N -2.372 -2.530 2.839 -1.51 -0.94 -0.14 0.0009
N -1.950 5.215 -1.146 1.59 -0.93 -0.14 0.0000
C 0.441 -1.391 4.066 0.06 0.20 -0.22 0.0598
H 3.943 -1.636 5.931 0.74 0.35 -0.75 -0.0006
C 0.385 -1.363 -1.278 0.92 -0.14 3.29 0.1779
C 2.886 -1.053 2.892 1.49 0.16 2.29 0.1491
H 0.068 -4.691 3.037 0.10 -0.03 -1.12 0.0003
C 0.824 4.061 -5.209 0.05 -1.48 0.14 0.0000
H -4.342 -2.167 3.504 0.29 -0.05 0.51 0.0000
N -0.244 4.592 -2.443 -1.58 1.25 1.12 0.0000
N -0.563 -4.573 -0.185 1.27 -0.21 1.86 0.0151
C -3.364 -1.684 3.606 -0.43 1.23 -1.45 0.0046
N -0.836 5.700 -2.999 -1.20 -1.40 2.49 0.0000
H 3.266 1.542 -2.031 0.45 -1.70 0.05 0.0016
H 1.494 -1.201 -3.131 -0.13 0.53 0.91 0.0105
```
Positions in Å, forces in eV/Å.


Record 3
C26H40BrCaF9KLiN2O14PS | ωB97M-V/def2-TZVPD

Output
* charge: +1
* LUMO energy: -4.560 eV

Structure (XYZ):
```
97
Properties=species:S:1:pos:R:3:forces:R:3:mulliken_charge:R:1
F 3.977 -3.037 1.512 -0.36 -0.38 -0.37 -0.2809
O -1.836 6.973 -5.289 -0.41 2.13 -0.74 -0.2710
H 3.683 -5.297 -6.174 0.05 0.09 0.08 0.2462
H -6.827 -0.531 5.571 0.00 0.05 -0.06 0.2918
H -1.855 1.760 2.197 0.10 -0.21 -0.33 0.2568
O -2.136 4.741 -1.237 0.17 0.48 -0.06 -0.7379
F -0.122 5.694 -3.266 -0.59 0.22 -0.20 -0.2318
H -1.579 -3.381 2.993 0.26 0.12 0.01 0.6385
C -1.449 1.255 1.302 -0.01 0.67 0.84 -0.0960
K 7.985 5.108 1.187 2.19 1.58 0.95 1.0456
H 0.411 6.335 -6.070 0.09 0.04 0.02 0.3558
N 5.262 3.501 0.471 -1.11 -0.82 -0.11 0.9607
O -5.363 -2.397 4.263 0.33 0.00 0.05 -0.3783
H -5.965 -4.783 3.142 0.04 -0.03 0.05 0.2622
H 5.763 1.479 0.279 0.08 0.06 0.05 0.3428
H 2.636 -0.405 -5.960 0.05 -0.19 0.15 0.3041
C -0.715 -2.424 0.473 -0.92 1.87 1.56 -0.3321
C 4.000 -1.715 1.473 1.92 0.98 1.60 0.5132
Li -0.891 -4.254 -1.254 0.55 -0.07 -1.15 0.9202
C 0.284 5.306 -2.039 1.16 -0.04 -0.12 0.4879
O 6.384 4.011 0.345 -1.56 -1.11 -0.83 -0.8030
N 1.044 -3.040 6.248 -0.85 -0.79 0.94 0.0574
H -2.198 -1.303 1.711 0.26 -0.26 -0.30 0.4803
C 0.167 -2.815 4.189 -0.50 0.41 -0.83 1.1852
H 1.502 -3.827 6.696 -0.17 0.23 0.47 0.2645
H -7.491 -4.118 3.709 -0.03 -0.05 0.06 0.2683
H -1.116 9.812 -6.371 0.11 -0.06 -0.12 0.3818
S -0.863 4.050 -1.299 -0.76 -0.57 0.07 1.2269
C -5.773 -3.582 4.926 -0.06 -0.06 0.00 -0.2751
F 5.316 -1.366 1.447 -0.17 0.09 -0.22 -0.3250
H 0.878 8.036 -6.268 -0.08 0.13 -0.11 0.3610
H -6.931 -2.113 2.939 -0.06 -0.03 0.04 0.3277
H -0.868 -3.436 0.067 0.05 0.33 0.99 -0.3553
C -1.203 7.707 -6.111 0.72 -0.05 -0.49 1.0707
H -0.907 2.046 0.742 -0.36 -0.74 -0.11 0.0946
O -0.275 3.765 -0.001 0.44 0.46 0.08 -0.7858
H -4.858 -4.072 5.266 0.08 0.14 -0.06 0.2877
H -2.908 -2.375 0.517 0.08 0.45 -0.02 0.5178
C -7.365 -1.063 4.784 -0.02 -0.18 0.13 -1.0859
F 0.361 6.434 -1.282 -0.49 0.03 0.07 -0.2625
H 2.067 -4.649 -5.844 0.00 -0.02 0.00 0.3513
C 4.025 -2.884 -1.685 0.34 -0.74 0.18 -0.3674
O 1.556 -3.728 -3.029 -0.61 -0.16 0.25 -0.6171
H -6.759 -5.467 4.575 0.03 0.01 0.00 0.4016
C -6.542 -4.544 4.037 -0.13 0.10 -0.09 -1.0782
H 5.672 2.093 1.964 0.07 -0.02 -0.05 0.2828
Ca -1.861 -1.900 7.168 0.32 -0.87 -0.93 0.7497
O 2.113 -2.027 -4.834 -0.48 0.00 0.23 -0.2731
F 1.529 4.890 -2.189 -0.52 0.20 0.96 -0.1645
F 2.216 3.439 -3.759 0.56 -0.57 -0.87 -0.8441
C 1.918 -2.183 5.541 -0.22 -0.80 -0.58 0.0248
H -8.087 -0.383 4.331 0.04 0.01 -0.01 0.3953
H -7.922 -1.873 5.258 -0.07 0.03 -0.05 0.2705
H -1.839 8.911 -7.738 0.35 -0.02 -0.01 0.3674
C -0.183 -3.251 5.557 0.88 1.84 -2.48 -1.2233
H 4.009 -3.966 -1.833 0.16 0.00 0.07 0.3999
F 3.213 0.219 2.599 0.77 -0.01 0.46 -0.2596
O -1.298 -3.731 5.945 0.28 -0.08 1.20 -0.8296
C 1.257 -1.874 1.798 0.11 0.35 -0.14 -0.5168
H 3.332 -2.621 -0.911 -0.19 -0.33 -0.07 -0.0290
C 1.466 -2.186 4.121 -0.97 -0.90 1.74 0.7593
H 2.763 -5.900 -4.780 -0.05 0.04 -0.03 0.2496
H 0.150 7.136 -7.633 0.01 0.22 -0.03 0.3731
O 4.236 4.040 0.218 0.18 0.39 -0.06 -0.3652
O 3.601 -4.022 -4.575 -0.14 0.27 0.45 -0.2758
H 3.104 -1.985 -6.646 -0.01 0.04 0.16 0.2487
C 2.985 -5.022 -5.386 -0.10 -0.33 -0.17 -0.7157
O 3.641 -2.213 -2.876 -0.43 -0.26 -0.86 -0.2697
C -0.582 -2.936 2.987 0.14 0.03 0.94 -0.9917
O -2.582 0.700 0.626 0.59 -0.09 -0.38 -0.3882
H -1.363 -0.164 -0.852 -0.11 -0.01 0.32 0.3940
H 4.174 1.793 1.035 -0.02 0.16 -0.07 0.2705
C -2.243 -0.379 -0.219 -0.79 -0.18 0.35 -0.7159
C 5.211 2.103 0.979 -0.03 -0.21 -0.03 -0.7565
H -5.902 -0.734 3.261 0.15 -0.10 0.02 0.2976
Br -3.412 8.042 -4.769 -1.68 -2.43 2.99 0.0768
C 3.033 -1.395 -5.727 0.28 0.52 -0.64 -0.6658
C -2.086 -1.653 0.677 0.12 -0.65 -0.95 -0.6630
C -1.758 8.974 -6.651 -0.61 0.18 -0.08 -1.0793
H 4.025 -1.291 -5.284 -0.14 -0.01 0.03 0.2977
O 2.766 -1.593 6.143 1.16 0.71 -0.01 -0.5809
P 2.622 -3.042 -3.775 0.83 0.17 0.03 0.8852
H -3.107 -0.518 -0.892 0.36 0.15 0.16 0.2432
H 1.615 -1.506 0.841 -0.37 -0.15 0.44 0.4176
H -0.116 -1.781 -0.192 -0.08 -0.77 -0.13 0.5904
H -0.744 0.488 1.685 -0.27 0.03 -0.32 0.0054
C 2.019 -1.742 2.935 -0.04 0.12 0.90 -0.8391
O -0.856 2.926 -2.201 0.21 0.04 -0.19 -0.6354
C -6.399 -1.581 3.734 -0.12 0.15 -0.02 -0.3133
C 0.147 7.279 -6.552 -0.22 -1.08 0.58 -1.1258
F 4.274 -1.401 3.748 -0.18 0.47 0.36 -0.3254
C 3.389 -1.120 2.798 -1.23 -0.96 -1.83 1.0238
C -0.014 -2.434 1.845 -0.07 -0.77 -1.73 0.8928
H -6.347 -3.335 5.826 -0.08 -0.03 -0.04 0.3312
F 3.464 -1.233 0.374 0.03 0.63 -0.10 -0.2773
H -2.783 9.119 -6.204 1.86 0.61 -1.69 0.3513
H 5.030 -2.580 -1.395 -0.06 0.12 -0.19 0.3062
```
Positions in Å, forces in eV/Å.


Asked for energy across the records above, the calculation gives -3374.67251 -1941.28091 -7674.38152 Ha in order.